Molecular formula: C28H48BN6OOsS5
Method: DFT, ωB97M-V with the def2-TZVPD basis set

Element x y z (Å)
Os1 0.3250 -0.4507 -0.3309
S1 0.5403 -1.7403 -3.4977
S2 -0.7881 1.6881 -0.5332
S3 3.2800 0.2882 -1.4459
S4 -1.3338 -2.0700 -0.6433
S5 0.2322 -0.4444 2.0877
O1 2.3496 0.2536 -0.2019
N1 -3.1120 0.3176 -0.1368
N2 -2.6200 -1.4645 1.6886
N3 -2.9915 1.1445 -2.1615
N4 -2.1009 0.9833 2.1496
N5 -0.4654 2.0522 3.1221
N6 -1.7143 -3.4513 1.7537
C1 -0.9467 -4.7089 1.4165
C2 -2.5995 2.1936 2.5869
C3 -2.3613 1.0685 -0.9630
C4 3.2279 1.6502 -4.3226
C5 -4.2108 -0.1152 -0.8319
C6 0.8225 2.5840 3.7259
C7 -1.5748 -5.3738 0.1925
C8 4.4620 -2.6277 -0.9015
C9 -1.5270 2.8635 -3.3611
C10 4.9102 -0.1151 -0.7708
C11 -4.1434 0.3925 -2.0775
C12 -1.0324 -5.6663 2.6005
C13 -2.8662 -1.9940 2.9326
C14 0.5525 2.8346 5.2106
C15 -2.7282 1.9297 -3.4319
C16 -1.5986 2.8523 3.1881
C17 0.5255 -4.3646 1.1848
C18 2.0158 1.6478 3.6009
C19 0.5853 -0.7673 -2.3311
C20 5.3751 -1.4707 -1.3129
C21 -2.5053 0.9201 -4.5565
C22 -0.7953 0.9136 2.4715
C23 4.0206 2.3215 -3.1989
C24 1.1492 3.8896 2.9967
C25 3.4726 2.0517 -1.7925
C26 -3.9777 2.7774 -3.6985
C27 -2.3137 -3.2212 2.9767
C28 -1.9079 -2.3553 0.9896
B1 -3.0366 0.0087 1.3964
H1 0.9556 -3.8932 2.0721
H2 2.4601 2.4484 -1.6794
H3 3.4043 -2.3832 -1.0467
H4 0.6608 -3.7042 0.3316
H5 -1.4754 -4.7616 -0.7028
H6 1.2352 3.7158 1.9214
H7 -2.4297 1.4562 -5.5030
H8 4.1118 2.4658 -1.0110
H9 4.6771 -3.5187 -1.4903
H10 5.4351 -1.4096 -2.4022
H11 -2.6340 -5.5767 0.3655
H12 0.2878 1.9046 5.7166
H13 -3.4166 -1.4544 3.6853
H14 0.3956 4.6597 3.1652
H15 -4.2207 3.3934 -2.8315
H16 -2.0645 -5.9433 2.8260
H17 5.5940 0.6888 -1.0465
H18 2.1016 4.2738 3.3630
H19 1.4556 3.2324 5.6748
H20 -4.9677 -0.7355 -0.3791
H21 -0.4984 -6.5789 2.3395
H22 5.0671 2.0133 -3.2514
H23 -2.3008 -3.9287 3.7845
H24 2.8635 2.1466 4.0734
H25 2.1541 1.8342 -4.2056
H26 4.6009 -2.8787 0.1521
H27 1.8549 0.7038 4.1192
H28 -4.1428 0.1605 1.8341
H29 -1.5109 3.4357 -4.2877
H30 -0.5626 -5.2524 3.4948
H31 -1.5775 0.3671 -4.3998
H32 1.0765 -5.2841 0.9813
H33 -3.3271 0.2081 -4.6416
H34 6.3849 -1.6592 -0.9466
H35 2.2760 1.4479 2.5637
H36 -4.8235 0.2748 -2.9026
H37 -3.7856 3.4372 -4.5439
H38 -0.5891 2.3176 -3.2836
H39 -4.8463 2.1694 -3.9518
H40 -1.5977 3.8230 3.6505
H41 -1.0738 -6.3245 0.0068
H42 -3.6321 2.4702 2.4490
H43 4.7664 -0.1273 0.3124
H44 -1.6008 3.5699 -2.5332
H45 3.5277 2.0433 -5.2932
H46 3.9991 3.4004 -3.3481
H47 -0.2483 3.5567 5.3709
H48 3.3846 0.5701 -4.3424

- maximum force (eV/A) = 2.7
- LUMO (alpha / beta) (hartree) = -0.2480 / -0.2447
- multiplicity = 2
- charge = +2
- molecular weight (g/mol) = 846.11
- Kohn-Sham gap (alpha / beta) (eV) = 6.4 / 6.4
- HOMO energy (alpha / beta) (hartree) = -0.4825 / -0.4789
- ⟨S²⟩ = 0.763
- calculated total energy (eV) = -98113.615